Formula: C43H51N4O
Source: OMol25
Level of theory: ωB97M-V with the def2-TZVPD basis set

Properties
net charge = +1

Each line ends with the Mulliken charge.
Positions of all 99 atoms, in Å:
C  1.88111  -5.69800  3.81954  -1.48
C  1.65427  -5.22785  2.40900  0.74
C  0.82911  -5.94673  1.53865  -0.44
C  0.38445  -5.39283  0.33600  1.17
C  -0.75730  -6.06816  -0.35854  -2.01
C  0.93260  -4.16058  -0.08109  -0.79
N  0.49652  -3.55340  -1.29586  0.91
C  -0.00521  -2.29839  -1.47363  -0.16
N  -0.36220  -2.17888  -2.77892  -0.09
C  -0.92405  -1.04597  -3.41907  -0.77
C  -0.35757  0.23996  -3.22574  1.96
C  0.79285  0.48581  -2.30536  -1.05
C  -0.77538  1.30401  -4.03878  -1.06
C  -1.78602  1.13258  -4.99649  0.48
C  -2.31312  2.30871  -5.76778  -1.38
C  -2.27636  -0.15523  -5.22137  -0.94
C  -1.89539  -1.23827  -4.43228  0.97
C  -2.50529  -2.55434  -4.79988  -1.91
C  0.04828  -3.34977  -3.56303  -0.59
C  0.75342  -4.20958  -2.57873  -0.78
C  1.88574  -3.50103  0.70937  0.88
C  2.53871  -2.24398  0.23776  -1.32
C  2.18866  -4.01008  1.97041  -1.12
H  2.78113  -5.22660  4.24150  0.38
H  1.01946  -5.43435  4.46108  0.22
H  2.00340  -6.79074  3.85786  0.39
H  0.45387  -6.92819  1.84491  0.35
H  -1.20894  -5.43799  -1.12974  0.37
H  -0.44435  -7.02833  -0.79566  0.35
H  -1.55028  -6.30204  0.36977  0.41
H  0.74147  1.51457  -1.92838  0.00
H  0.79128  -0.20186  -1.45684  0.03
H  1.75506  0.38775  -2.83163  0.49
H  -0.28616  2.27926  -3.93690  0.53
H  -3.19470  2.01457  -6.35138  0.37
H  -2.59083  3.12503  -5.08401  0.35
H  -1.55357  2.69848  -6.46051  0.31
H  -2.97446  -0.32710  -6.04633  0.39
H  -3.56079  -2.44124  -5.06992  0.55
H  -2.01009  -2.94029  -5.70496  0.33
H  -2.50186  -3.28828  -3.99429  0.44
H  -0.80580  -3.87309  -3.97383  0.24
H  0.73854  -3.06533  -4.37125  0.37
H  1.82059  -4.17378  -2.83005  0.22
H  0.39585  -5.23641  -2.53109  0.39
H  3.31750  -1.95512  0.94870  0.47
H  3.00344  -2.36507  -0.74901  0.29
H  1.82672  -1.41348  0.19411  0.12
H  2.86647  -3.44856  2.62479  0.33
C  -0.85796  5.55570  4.07550  -0.95
N  -0.61051  4.70916  2.92925  0.28
C  -0.10191  5.21141  1.76585  0.06
O  0.08323  6.40017  1.51684  -0.69
C  0.14127  4.03173  0.82945  -0.01
C  1.60025  3.89960  0.40336  -0.43
C  2.04133  5.02760  -0.49101  0.70
C  3.18935  5.76477  -0.19758  -0.45
C  3.50210  6.88939  -0.96241  -0.60
C  2.71590  7.21489  -2.08101  -0.51
C  1.62107  6.41397  -2.41989  -0.69
C  1.29221  5.30091  -1.64390  -0.14
N  -0.35263  2.88494  1.60011  0.47
C  -0.31182  1.66037  1.02038  0.19
C  -0.62039  0.47072  1.67187  0.10
C  -0.61623  -0.82264  1.15381  0.51
C  -1.05198  -1.88797  2.02644  0.39
C  -1.49947  -3.14173  1.54304  -0.43
C  -1.86243  -4.17086  2.41393  -0.34
C  -1.89835  -3.95303  3.79793  -0.61
C  -1.55274  -2.70152  4.29737  -0.85
C  -1.07623  -1.70651  3.44537  -0.36
C  -0.73019  3.25455  2.98902  0.16
C  0.22146  2.69760  4.05326  -1.39
C  -2.15610  2.86314  3.39902  -1.68
H  -0.65851  6.59560  3.80853  0.38
H  -1.89912  5.46408  4.39997  0.29
H  -0.21022  5.28140  4.91595  0.32
H  -0.50428  4.16981  -0.05651  0.38
H  2.23462  3.86390  1.30076  0.33
H  1.72911  2.93292  -0.10292  0.36
H  3.81072  5.47959  0.65844  0.36
H  4.33936  7.52180  -0.68215  0.39
H  2.98644  8.06174  -2.70613  0.38
H  1.00489  6.66217  -3.28367  0.38
H  0.44680  4.65855  -1.90583  0.21
H  -0.04280  1.62741  -0.04124  0.33
H  -0.95485  0.57682  2.70216  -0.82
H  -0.37724  -1.04113  0.10052  0.66
H  -1.51377  -3.28993  0.46013  0.49
H  -2.10670  -5.15601  2.02993  0.36
H  -2.17455  -4.76991  4.47612  0.42
H  -1.62200  -2.50099  5.36736  0.40
H  -0.69227  -0.79655  3.90783  0.41
H  1.23918  3.08495  3.92112  0.35
H  -0.14014  3.00295  5.04448  0.49
H  0.25251  1.60500  4.02329  0.30
H  -2.90035  3.41633  2.81298  0.39
H  -2.33003  1.79162  3.27116  0.36
H  -2.28684  3.11174  4.46058  0.46

Formula: C43H51N7O2
Source: OMol25
Level of theory: ωB97M-V with the def2-TZVPD basis set

Properties
SMILES = c1ccncc1.c1ccncc1.c1ccncc1.c1ccncc1.c1ccncc1.c1ccncc1.c1ccncc1.C1CCOC1.C1CCOC1

Each line ends with the Mulliken charge.
Positions of all 103 atoms, in Å:
C  -4.11608  -0.49625  2.29783  -0.33
C  -3.52804  0.68786  1.57354  0.28
C  -3.15693  1.65331  2.71816  0.28
O  -3.55546  1.01184  3.93205  -0.49
C  -4.55839  0.04403  3.63941  -0.57
H  -3.43763  -1.34362  2.43430  -0.05
H  -4.95270  -1.00275  1.79943  0.37
H  -4.26648  1.12518  0.90250  0.47
H  -2.63959  0.35356  1.03668  -0.50
H  -3.62985  2.63738  2.64417  0.25
H  -2.07891  1.79745  2.81289  -0.33
H  -5.51952  0.57197  3.61493  0.27
H  -4.64255  -0.77946  4.34805  0.38
C  0.63719  -0.85491  0.33348  0.51
C  0.48580  0.51555  -0.33000  -0.29
C  -0.32882  0.19320  -1.61272  -0.25
O  -0.05750  -1.17652  -1.86530  -0.30
C  0.76242  -1.74236  -0.88522  0.21
H  -0.27056  -1.11191  0.88774  -0.29
H  1.47810  -1.07465  0.99003  -0.11
H  1.45678  1.00042  -0.47280  0.33
H  -0.00488  1.25273  0.31270  0.20
H  -0.10801  0.72372  -2.54134  -0.29
H  -1.36595  0.44669  -1.35868  0.31
H  1.79935  -1.90658  -1.19695  -0.27
H  0.45303  -2.75669  -0.59932  0.17
N  0.24444  -5.93791  4.32272  -0.59
C  -0.78435  -5.47990  3.59092  -0.52
C  -0.77250  -4.25519  2.93969  -0.05
C  0.30907  -3.41384  3.14721  0.24
C  1.38760  -3.88105  3.89549  -0.40
C  1.28227  -5.12528  4.49300  -0.30
H  -1.64557  -6.13268  3.54667  0.37
H  -1.61788  -3.94517  2.33838  0.34
H  0.40735  -2.39553  2.79115  0.30
H  2.19472  -3.16593  3.98551  0.29
H  2.12477  -5.45521  5.09118  0.35
N  0.02210  -4.65717  -3.08941  -0.57
C  -0.95226  -3.72899  -3.07679  -0.24
C  -1.89447  -3.68165  -2.06649  -0.32
C  -1.85146  -4.63407  -1.06135  -0.14
C  -0.92057  -5.65303  -1.12390  -0.52
C  0.06127  -5.57118  -2.11294  -0.34
H  -0.87975  -3.00403  -3.87289  0.46
H  -2.59919  -2.87218  -1.92320  0.30
H  -2.61934  -4.71880  -0.30064  0.46
H  -0.87203  -6.39272  -0.33508  0.42
H  0.63551  -6.46608  -2.33272  0.49
N  -0.42357  4.05739  0.81875  0.02
C  -0.12003  5.02395  1.70131  -0.57
C  -0.84597  6.20931  1.72274  -0.46
C  -1.83415  6.42603  0.76474  -0.27
C  -2.10223  5.45038  -0.17293  -0.94
C  -1.39744  4.25548  -0.05402  0.07
H  0.67336  4.75979  2.38556  0.49
H  -0.61591  6.92754  2.49864  0.43
H  -2.27819  7.41378  0.74877  0.40
H  -2.79510  5.53617  -0.99794  0.47
H  -1.68393  3.47406  -0.75176  0.37
N  -2.33177  1.07140  -7.42729  -0.58
C  -1.79110  1.81947  -6.47652  -0.23
C  -0.98965  1.30617  -5.44857  -0.21
C  -0.58781  -0.03626  -5.55327  -0.04
C  -1.14761  -0.80292  -6.55974  -0.52
C  -1.97801  -0.21664  -7.47879  -0.16
H  -2.00248  2.88091  -6.42390  0.36
H  -0.48099  1.92330  -4.72074  0.21
H  0.02629  -0.43384  -4.75425  0.48
H  -1.02904  -1.87499  -6.67482  0.35
H  -2.30456  -0.79210  -8.33617  0.35
N  3.13512  -0.19987  5.29661  -0.57
C  2.28464  0.51194  6.01714  -0.27
C  1.32303  1.35638  5.47559  -0.62
C  1.23659  1.38588  4.08781  -0.14
C  2.02742  0.55187  3.32540  0.14
C  2.99862  -0.22147  3.96644  -0.42
H  2.29060  0.37808  7.09585  0.36
H  0.66723  1.91602  6.12610  0.44
H  0.37240  1.92282  3.70847  0.39
H  1.76716  0.45536  2.28232  0.17
H  3.67580  -0.91205  3.47902  0.52
N  3.87870  -2.76423  1.42612  -0.32
C  3.36599  -3.81903  0.76132  -0.30
C  3.52141  -3.98932  -0.58940  -0.25
C  4.28503  -3.06330  -1.30815  -0.39
C  4.79532  -1.97333  -0.63501  -0.54
C  4.54886  -1.85353  0.73366  -0.14
H  2.85062  -4.56045  1.35858  0.39
H  3.00776  -4.75168  -1.16130  0.38
H  4.35314  -3.18701  -2.38039  0.38
H  5.34632  -1.19113  -1.14092  0.40
H  4.94218  -1.01784  1.30004  0.37
N  1.50993  5.19783  -4.48896  -0.60
C  1.52451  4.27081  -3.54924  -0.24
C  1.47400  4.55243  -2.17737  -0.33
C  1.29716  5.85438  -1.80584  -0.11
C  1.26061  6.85541  -2.77174  -0.49
C  1.38947  6.48572  -4.09604  -0.31
H  1.51817  3.23919  -3.88795  0.51
H  1.44743  3.79528  -1.40444  0.42
H  1.18143  6.05630  -0.74672  0.42
H  1.16487  7.89881  -2.50262  0.38
H  1.48382  7.23974  -4.86623  0.37

| no. | gap between HOMO and LUMO (eV) |
| --- | --- |
| 1 | 5.9 |
| 2 | 9.9 |